(1)
ORCA calculation (ωB97M-V/def2-TZVPD) on 2 unconnected molecules or ions with the total composition C13H21F3NO6 in a non-equilibrium geometry.

Relative energy (zero: lowest compared OMol25 entry of this formula, charge and spin) ... 0.000 eV
Total charge ... +1
Multiplicity ... 1

Element x y z (Å)
C 4.295 0.582 1.055
C 2.983 -0.026 1.409
O 2.758 -0.713 2.362
O 1.985 0.271 0.494
C 0.806 0.826 1.104
C -0.213 1.081 0.021
C -1.425 1.849 0.548
C -2.570 1.126 1.285
C -3.051 2.062 2.429
O -3.706 0.936 0.413
C -4.558 0.136 1.100
O -5.717 0.020 0.898
O -3.877 -0.527 2.074
C -2.487 -0.297 1.872
C -2.057 -1.495 0.981
F -0.746 -1.815 1.163
F -2.227 -1.274 -0.345
F -2.755 -2.590 1.293
H 4.322 1.602 1.424
H 4.410 0.601 -0.022
H 5.082 -0.002 1.513
H 0.471 0.151 1.881
H 1.050 1.777 1.574
H 0.290 1.729 -0.698
H -0.497 0.189 -0.516
H -1.910 2.305 -0.312
H -1.040 2.667 1.140
H -3.313 1.521 3.331
H -3.927 2.599 2.087
H -2.305 2.799 2.695
H -1.898 -0.290 2.781
C 1.890 -0.550 -4.603
C 2.352 -1.085 -3.291
O 3.455 -1.340 -2.957
N 1.278 -1.233 -2.211
C 1.404 -2.497 -1.405
H 2.578 -0.886 -5.373
H 0.880 -0.878 -4.850
H 1.905 0.542 -4.560
H 0.339 -1.109 -2.589
H 1.458 -0.459 -1.551
H 2.345 -2.444 -0.872
H 1.363 -3.353 -2.071
H 0.576 -2.505 -0.703

(2)
ORCA calculation (ωB97M-V/def2-TZVPD) on a gas-phase ion, C13H21F4N6O4S (charge +1) in a non-equilibrium geometry.

Total charge ... +1
Multiplicity ... 1
SMILES string ... CCSCN1C(NC(=O)NC(=O)F)=[N+](N(C)C(C)=O)[C@@H](COC(F)(F)F)[C@@H]1N

Element x y z (Å)
C 3.316 -2.442 2.292
C 1.953 -1.833 2.612
S 2.086 -0.065 3.017
C 0.922 0.819 1.899
N 0.267 0.018 0.868
C -1.043 0.198 0.653
N -1.955 0.264 1.607
C -1.772 0.267 3.049
O -2.398 1.047 3.681
N -0.886 -0.684 3.617
C -0.928 -2.051 3.318
O -0.381 -2.902 3.907
F -1.726 -2.306 2.249
N -1.394 0.146 -0.684
N -2.106 1.195 -1.305
C -3.532 1.262 -0.976
C -1.393 2.462 -1.072
C -1.143 3.316 -2.276
O -1.032 2.725 0.043
C -0.228 -0.462 -1.358
C -0.170 -0.188 -2.846
O 0.685 -1.183 -3.421
C 1.599 -0.720 -4.304
F 1.036 0.008 -5.268
F 2.221 -1.746 -4.829
F 2.500 0.075 -3.699
C 0.928 0.019 -0.486
N 2.088 -0.805 -0.563
H 3.180 -3.498 2.034
H 3.784 -1.944 1.441
H 3.986 -2.390 3.153
H 1.256 -1.985 1.786
H 1.528 -2.330 3.490
H 0.170 1.281 2.541
H 1.462 1.638 1.412
H -2.923 0.319 1.322
H 0.079 -0.346 3.721
H -4.023 1.898 -1.719
H -3.958 0.261 -1.074
H -3.725 1.692 0.015
H -1.607 2.908 -3.173
H -0.065 3.447 -2.409
H -1.565 4.309 -2.080
H -0.304 -1.545 -1.173
H -1.171 -0.298 -3.273
H 0.208 0.815 -3.063
H 1.161 1.067 -0.740
H 2.064 -1.453 -1.341
H 2.949 -0.275 -0.597

(3)
ORCA calculation (ωB97M-V/def2-TZVPD) on 2 unconnected molecules or ions with the total composition C13H21FIN2O3P2 in a non-equilibrium geometry.

Total charge ... +1
Multiplicity ... 1

Element x y z (Å)
O 1.372 2.953 4.447
P 2.013 1.775 3.594
P 1.278 1.773 1.494
C 0.248 0.145 1.339
C 0.243 -0.503 -0.166
C 0.930 -2.008 -0.052
I 0.712 -2.975 -2.014
C 0.223 3.358 1.326
C -1.411 3.025 1.222
O -2.216 3.054 2.299
F -1.893 2.728 -0.177
C 2.759 1.705 0.230
C 3.017 3.064 -0.643
C 4.258 3.009 -1.763
C 5.094 1.563 -1.858
C 4.633 0.380 -0.824
N 3.523 0.413 0.189
H 3.453 1.828 3.674
H 1.560 0.538 4.240
H 0.738 -0.656 2.064
H -0.858 0.303 1.692
H -0.897 -0.570 -0.496
H 0.815 0.114 -0.980
H 2.082 -1.967 0.193
H 0.337 -2.626 0.778
H 0.489 4.033 0.408
H 0.368 4.040 2.293
H 2.433 4.074 -0.573
H 4.523 3.943 -2.457
H 5.971 1.427 -2.644
H 5.243 -0.644 -0.905
C -3.992 -2.498 0.055
C -3.306 -3.451 -0.886
O -2.227 -3.974 -0.621
N -3.927 -3.726 -2.070
C -5.188 -3.211 -2.553
H -3.388 -2.370 0.956
H -4.111 -1.521 -0.424
H -4.968 -2.898 0.346
H -3.413 -4.374 -2.656
H -5.855 -4.058 -2.733
H -5.005 -2.692 -3.496
H -5.659 -2.524 -1.847

(4)
ORCA calculation (ωB97M-V/def2-TZVPD) on 2 unconnected molecules or ions with the total composition C13H21FN2O8 in a non-equilibrium geometry.

Multiplicity ... 1
SMILES string ... O=C(O)[C@]1(O)C=C(F)[C@@H](O)[C@H](O)C1.CNC(=O)[C@H](CO)NC(C)=O

Element x y z (Å)
O 3.360 0.912 -0.287
C 2.439 0.213 0.109
O 1.243 0.149 -0.523
C 2.735 -0.681 1.347
O 3.620 -0.001 2.248
C 3.468 -1.913 0.869
C 3.261 -3.172 1.387
F 3.940 -4.207 0.840
C 2.256 -3.430 2.487
O 2.798 -4.314 3.477
C 1.813 -2.132 3.183
O 0.662 -2.407 3.993
C 1.470 -1.062 2.141
H 1.390 0.696 -1.334
H 4.293 0.477 1.723
H 4.199 -1.809 0.073
H 1.379 -3.902 2.031
H 2.144 -4.431 4.188
H 2.629 -1.771 3.820
H 0.378 -1.603 4.463
H 0.700 -1.451 1.468
H 1.069 -0.170 2.631
C -5.052 2.340 -1.191
N -3.957 2.860 -0.371
C -2.647 2.621 -0.501
O -1.857 3.184 0.251
C -2.132 1.668 -1.596
C -2.300 0.204 -1.153
O -1.570 -0.082 0.023
N -0.712 1.928 -1.856
C 0.004 1.579 -2.917
C -0.680 1.156 -4.200
O 1.221 1.545 -2.826
H -5.983 2.835 -0.910
H -4.864 2.534 -2.249
H -5.171 1.267 -1.029
H -4.192 3.485 0.386
H -2.709 1.836 -2.503
H -1.963 -0.461 -1.949
H -3.353 0.000 -0.966
H -0.621 -0.001 -0.164
H -0.203 2.337 -1.082
H -1.245 0.241 -4.040
H -1.340 1.953 -4.535
H 0.081 0.980 -4.959

(5)
ORCA calculation (ωB97M-V/def2-TZVPD) on a gas-phase ion, C13H21N4O6 (charge -1) in a non-equilibrium geometry.

Relative energy (zero: lowest compared OMol25 entry of this formula, charge and spin) ... 1.712 eV
Total charge ... -1
Multiplicity ... 1
SMILES string ... CNC(=O)[C@@H](CCC(=O)[O-])NC(=O)[C@@H](CCC(N)=O)NC(C)=O

Element x y z (Å)
C 2.789 -1.403 -3.420
N 2.696 -2.178 -2.115
C 1.697 -2.266 -1.287
O 1.713 -2.953 -0.273
C 0.356 -1.673 -1.723
C -0.653 -2.898 -1.730
C -1.933 -2.738 -2.509
C -2.870 -1.725 -1.873
O -2.871 -1.686 -0.609
O -3.377 -0.865 -2.647
N -0.184 -0.729 -0.652
C 0.363 0.310 0.037
O 1.554 0.369 -0.101
C -0.670 1.339 0.755
C -1.803 0.612 1.519
C -3.289 0.843 1.087
C -4.320 -0.017 1.866
N -4.843 -0.938 1.151
O -4.505 0.114 3.044
N 0.095 2.107 1.807
C -0.200 3.403 1.806
C 0.833 4.246 2.462
O -1.230 3.851 1.263
H 2.624 -0.338 -3.462
H 3.809 -1.557 -3.936
H 2.109 -1.891 -4.116
H 3.628 -2.567 -1.873
H 0.466 -1.218 -2.692
H -0.834 -3.082 -0.629
H -0.107 -3.699 -2.242
H -2.443 -3.738 -2.196
H -1.705 -2.621 -3.637
H -1.154 -0.824 -0.568
H -1.194 1.936 -0.013
H -1.831 1.000 2.637
H -1.476 -0.383 1.618
H -3.358 0.634 0.005
H -3.622 1.913 1.254
H -5.595 -1.515 1.681
H -4.415 -1.272 0.266
H 0.944 1.741 2.216
H 1.735 4.322 1.849
H 0.428 5.197 2.921
H 0.991 3.645 3.409

(6)
ORCA calculation (ωB97M-V/def2-TZVPD) on C13H21O6P in the gas phase.

Relative energy (zero: lowest compared OMol25 entry of this formula, charge and spin) ... 0.022 eV
Multiplicity ... 1
SMILES string ... CCOP(=O)(OCC)[C@H](O)c1ccc(OC)cc1OC

Element x y z (Å)
C 3.538 -2.111 -1.805
C 3.244 -0.698 -2.280
O 2.345 -0.030 -1.405
P 0.789 -0.341 -1.571
O 0.417 -0.819 -2.918
O 0.194 1.102 -1.208
C -1.147 1.390 -1.593
C -1.194 2.006 -2.981
C 0.192 -1.619 -0.335
O -0.487 -2.612 -1.039
C -0.642 -0.928 0.701
C -1.979 -1.193 0.926
C -2.686 -0.468 1.865
C -2.056 0.542 2.588
O -2.839 1.207 3.484
C -2.264 2.226 4.264
C -0.708 0.819 2.370
C -0.004 0.080 1.430
O 1.310 0.243 1.120
C 1.983 1.382 1.597
H 4.295 -2.565 -2.438
H 3.893 -2.096 -0.777
H 2.630 -2.709 -1.856
H 4.152 -0.089 -2.284
H 2.816 -0.724 -3.287
H -1.753 0.479 -1.565
H -1.530 2.084 -0.838
H -0.800 1.295 -3.701
H -0.588 2.907 -3.010
H -2.220 2.253 -3.241
H 1.080 -2.052 0.151
H -0.478 -2.359 -1.978
H -2.458 -1.974 0.356
H -3.729 -0.662 2.053
H -1.892 3.049 3.643
H -3.066 2.595 4.902
H -1.451 1.846 4.891
H -0.212 1.599 2.922
H 2.117 1.342 2.684
H 2.956 1.370 1.110
H 1.455 2.299 1.322

| no. | HOMO (eV) | electronic energy (eV) | orbital gap (eV) |
| --- | --- | --- | --- |
| 1 | -13.55 | -35742.9036 | 9.971 |
| 2 | -12.31 | -52650.6114 | 8.496 |
| 3 | -11.19 | -52322.7712 | 6.519 |
| 4 | -9.32 | -35899.6781 | 9.622 |
| 5 | -5.39 | -32069.0980 | 8.061 |
| 6 | -8.11 | -35397.0150 | 8.755 |